# 1
{"formula": "C6H10N2O", "method": "ωB97M-V/def2-TZVPD", "total_charge": 0, "e_above_lowest_kj_mol": 404.6, "lumo_ev": [0.1364, 0.1365], "e_tot_ha": -419.23239, "species": ["C", "C", "C", "C", "C", "N", "C", "N", "O", "H", "H", "H", "H", "H", "H", "H", "H", "H", "H"], "xyz": [[0.298, 0.266, 1.296], [1.174, 0.175, -1.342], [-1.150, 0.026, -0.629], [-0.780, 0.921, 0.481], [0.713, -0.930, 0.471], [-0.597, -1.368, -0.222], [-1.376, 2.099, 0.657], [1.632, -1.748, 0.808], [-1.934, 0.122, -1.530], [-1.234, -1.893, 0.394], [-0.414, -1.919, -1.057], [1.665, -2.597, 0.250], [1.160, 0.907, 1.469], [-0.077, -0.065, 2.273], [0.688, 0.951, -1.932], [2.075, 0.558, -0.870], [1.406, -0.691, -1.967], [-1.091, 2.759, 1.466], [-2.157, 2.427, -0.016]], "atomic_forces_ev_per_a": [[-0.01, 0.01, -0.03], [-0.36, -0.20, 0.45], [-0.10, -0.34, -0.33], [0.04, 0.37, 0.19], [-0.15, 0.12, -0.28], [0.04, 0.22, -0.01], [0.10, -0.28, -0.09], [-0.15, 0.06, -0.09], [0.38, -0.08, 0.40], [0.07, 0.08, -0.05], [0.04, 0.06, 0.01], [-0.03, 0.05, 0.01], [-0.02, -0.02, -0.03], [0.02, 0.00, -0.05], [0.02, 0.02, -0.03], [0.04, 0.00, -0.03], [0.04, 0.00, -0.02], [0.01, -0.04, 0.00], [0.02, -0.03, -0.01]]}


# 2
{"formula": "C3H6ClN", "method": "ωB97M-V/def2-TZVPD", "total_charge": 0, "smiles": "ClC1CNC1", "e_above_lowest_kj_mol": 134.4, "lumo_ev": 0.9347, "e_tot_ha": -632.77552, "species": ["Cl", "C", "C", "N", "C", "H", "H", "H", "H", "H", "H"], "xyz": [[2.282, -1.294, -0.572], [0.608, -0.768, 0.126], [-0.462, -0.159, -0.906], [-0.531, 1.131, -0.074], [0.315, 0.461, 0.892], [0.165, -1.664, 0.567], [-1.474, -0.684, -1.145], [-0.174, 0.205, -1.987], [-1.499, 1.354, 0.160], [1.056, 1.134, 1.164], [-0.286, 0.285, 1.775]], "atomic_forces_ev_per_a": [[-1.78, 0.98, 0.91], [-1.26, -1.34, -2.74], [-0.68, 1.47, -2.97], [-0.67, -1.63, -2.22], [-1.10, 1.44, 2.07], [0.66, 0.06, -0.01], [1.74, 0.42, 1.14], [0.26, -1.27, 1.97], [0.54, -0.23, 0.53], [2.04, 0.75, 0.66], [0.25, -0.65, 0.68]]}


# 3
{"formula": "C25H21F4InO3", "method": "ωB97M-V/def2-TZVPD", "total_charge": 2, "e_above_lowest_kj_mol": 306.3, "lumo_ev": -11.2127, "e_tot_ha": -1779.70387, "species": ["In", "O", "C", "O", "O", "H", "F", "C", "C", "C", "C", "C", "C", "H", "H", "H", "H", "H", "F", "C", "C", "C", "C", "C", "C", "H", "H", "H", "H", "H", "F", "C", "C", "C", "C", "C", "C", "H", "H", "H", "H", "H", "F", "C", "C", "C", "C", "C", "C", "H", "H", "H", "H", "H"], "xyz": [[-3.470, 8.825, -4.089], [-0.509, 3.229, -0.674], [-1.126, 4.444, -0.665], [-1.290, 5.012, -1.749], [-1.534, 4.899, 0.421], [-0.300, 3.165, -1.609], [-7.669, -2.216, -0.253], [-6.918, -1.184, -0.708], [-7.103, -0.588, -1.973], [-6.140, 0.237, -2.550], [-5.047, 0.514, -1.806], [-4.786, -0.098, -0.589], [-5.722, -0.977, -0.040], [-8.028, -0.791, -2.493], [-6.329, 0.715, -3.500], [-4.384, 1.281, -2.178], [-3.798, -0.015, -0.159], [-5.457, -1.555, 0.833], [-0.150, 0.294, -5.002], [-0.144, -1.042, -4.992], [-1.211, -1.747, -5.561], [-1.187, -3.100, -5.633], [-0.043, -3.790, -5.220], [0.908, -3.111, -4.502], [0.917, -1.691, -4.578], [-2.081, -1.223, -5.928], [-2.053, -3.523, -6.121], [0.063, -4.863, -5.168], [1.789, -3.573, -4.081], [1.815, -1.207, -4.223], [6.155, 0.096, -0.289], [5.253, -0.909, -0.090], [5.676, -2.221, -0.115], [4.694, -3.180, 0.153], [3.385, -2.877, 0.446], [2.962, -1.562, 0.413], [3.918, -0.543, 0.181], [6.676, -2.458, -0.445], [4.965, -4.221, 0.060], [2.826, -3.749, 0.752], [1.899, -1.371, 0.424], [3.569, 0.477, 0.246], [0.530, 4.153, 6.626], [1.448, 3.160, 6.765], [1.879, 2.820, 8.012], [2.884, 1.910, 8.170], [3.429, 1.200, 7.094], [2.955, 1.485, 5.838], [1.956, 2.422, 5.673], [1.451, 3.396, 8.819], [3.290, 1.602, 9.123], [4.208, 0.475, 7.276], [3.411, 1.007, 4.984], [1.568, 2.566, 4.675]], "atomic_forces_ev_per_a": [[0.04, -0.01, 0.05], [-0.57, 1.21, 0.35], [0.32, -1.54, 0.92], [-0.32, 0.84, -0.35], [0.07, 0.15, -0.43], [0.47, -0.67, -0.57], [-0.06, 1.39, -0.64], [1.18, -1.07, -0.34], [-0.99, -0.36, -0.20], [-2.14, -0.61, 0.42], [1.61, 1.27, -0.02], [-0.49, -1.07, 0.50], [0.92, 0.55, 0.03], [-0.07, -0.11, -0.10], [0.01, -0.10, -0.03], [0.41, -0.13, 0.00], [-0.10, 0.23, 0.29], [-0.25, 0.00, 0.12], [-0.21, 0.35, 0.02], [-2.04, 0.90, -1.69], [-0.74, 1.13, 0.29], [0.10, -0.29, -0.90], [-0.62, -1.02, 1.65], [0.90, 1.97, -1.28], [3.09, -2.53, 2.30], [0.02, 0.21, 0.01], [0.21, -0.65, 0.08], [-0.45, -0.18, -0.58], [-0.12, -0.29, -0.01], [-0.15, 0.40, 0.13], [-0.84, -0.94, 0.07], [0.07, 1.39, 0.47], [-0.86, -0.23, -0.35], [1.92, -0.10, -0.57], [0.15, -0.36, 0.33], [0.75, 0.65, -0.61], [-1.00, -1.14, 0.19], [0.05, -0.11, 0.24], [0.13, -0.10, 0.22], [-0.81, 0.34, -0.22], [0.02, 0.42, 0.51], [0.41, 0.17, -0.27], [1.08, -1.34, -0.18], [-0.49, -0.13, -1.06], [-0.11, 1.14, 1.33], [0.46, -1.15, 0.57], [0.01, 0.37, 0.23], [0.09, 0.04, -0.44], [-0.50, 0.52, -0.93], [0.12, -0.18, 0.36], [-0.32, 0.50, 0.40], [0.02, -0.02, -0.10], [-0.28, -0.09, -0.16], [-0.08, 0.34, -0.02]]}


# 4
{"formula": "C32H43As2Br2N5O9Ti", "method": "ωB97M-V/def2-TZVPD", "total_charge": 2, "e_above_lowest_kj_mol": 169.9, "lumo_ev": -6.7782, "e_tot_ha": -12664.73652, "species": ["Ti", "N", "C", "C", "C", "N", "C", "C", "N", "C", "H", "H", "H", "H", "H", "H", "H", "H", "H", "H", "H", "H", "H", "H", "H", "H", "Br", "C", "C", "C", "Br", "C", "C", "C", "C", "N", "C", "C", "O", "H", "H", "H", "H", "C", "O", "C", "O", "C", "C", "As", "C", "C", "C", "As", "C", "C", "O", "O", "C", "C", "O", "O", "C", "C", "O", "O", "C", "H", "H", "H", "H", "H", "H", "H", "H", "H", "H", "H", "H", "H", "H", "H", "H", "H", "H", "C", "C", "C", "N", "H", "H", "H", "H", "H"], "xyz": [[-1.624, -0.694, -0.834], [0.927, 3.277, -0.453], [-0.482, 2.777, -0.499], [-1.341, 3.357, 0.612], [-2.729, 2.723, 0.573], [-2.605, 1.256, 0.794], [-3.394, 3.007, -0.761], [-2.556, 2.533, -1.940], [-2.638, 1.051, -2.029], [-1.104, 3.023, -1.864], [1.261, 3.299, 0.530], [1.035, 4.205, -0.862], [1.522, 2.529, -0.974], [-0.359, 1.704, -0.338], [-1.445, 4.439, 0.485], [-0.873, 3.199, 1.584], [-3.331, 3.168, 1.371], [-3.537, 0.875, 0.943], [-2.098, 1.107, 1.663], [-3.546, 4.085, -0.847], [-4.391, 2.559, -0.806], [-2.993, 2.945, -2.853], [-2.384, 0.767, -2.973], [-3.618, 0.782, -1.953], [-1.116, 4.100, -2.061], [-0.501, 2.558, -2.646], [-3.753, -3.552, -4.172], [-3.918, -3.624, -2.312], [-4.568, -4.723, -1.704], [-4.701, -4.803, -0.347], [-5.573, -6.281, 0.413], [-4.176, -3.778, 0.492], [-4.238, -3.746, 1.896], [-3.671, -2.696, 2.579], [-3.025, -1.684, 1.870], [-2.952, -1.667, 0.546], [-3.534, -2.698, -0.135], [-3.418, -2.617, -1.535], [-2.789, -1.513, -1.984], [-4.961, -5.506, -2.337], [-4.729, -4.550, 2.428], [-3.703, -2.649, 3.658], [-2.538, -0.875, 2.400], [2.312, -3.593, -1.917], [1.044, -2.902, -1.929], [0.735, -2.132, -0.884], [-0.614, -2.209, -0.616], [1.481, -1.253, -0.196], [2.820, -0.745, -0.516], [4.118, -0.841, 0.907], [3.653, -2.570, 1.705], [3.076, 0.429, 2.075], [1.765, 0.691, 2.054], [0.421, -0.428, 1.207], [0.226, -1.806, 2.579], [1.195, 1.878, 2.748], [1.334, 3.022, 2.355], [0.460, 1.540, 3.798], [-0.018, 2.605, 4.651], [3.978, 1.395, 2.788], [4.976, 1.838, 2.290], [3.530, 1.706, 4.009], [4.334, 2.673, 4.716], [2.807, 0.491, -1.185], [1.739, 1.136, -1.439], [3.909, 1.107, -1.640], [5.157, 0.420, -1.774], [2.154, -4.589, -1.505], [3.049, -3.035, -1.346], [2.632, -3.671, -2.953], [4.354, -3.298, 1.298], [2.639, -2.894, 1.484], [3.809, -2.522, 2.782], [1.210, -2.073, 2.954], [-0.253, -2.680, 2.138], [-0.369, -1.421, 3.406], [-1.069, 2.789, 4.437], [0.561, 3.510, 4.487], [0.096, 2.248, 5.670], [3.821, 2.848, 5.656], [4.410, 3.590, 4.135], [5.329, 2.271, 4.891], [5.676, 0.911, -2.594], [4.989, -0.633, -2.004], [5.748, 0.511, -0.864], [0.584, -0.043, -5.830], [1.273, -0.390, -4.509], [0.372, -0.317, -3.374], [-0.338, -0.239, -2.478], [1.320, -0.071, -6.630], [0.157, 0.958, -5.800], [-0.202, -0.757, -6.063], [2.102, 0.285, -4.280], [1.672, -1.408, -4.511]], "atomic_forces_ev_per_a": [[-0.19, 0.67, 0.05], [-0.06, 0.26, 0.18], [0.13, 0.02, 0.04], [-0.04, -0.03, -0.01], [0.15, 0.06, 0.07], [-0.14, -0.19, -0.14], [0.01, 0.06, -0.03], [0.01, 0.01, -0.06], [0.12, -0.17, -0.21], [-0.04, 0.02, -0.01], [-0.05, 0.04, -0.15], [-0.04, -0.03, 0.05], [-0.09, -0.07, -0.04], [-0.03, 0.06, -0.02], [0.00, 0.01, 0.00], [0.00, 0.00, 0.01], [0.00, -0.04, -0.01], [0.00, 0.04, 0.03], [0.02, -0.02, -0.06], [0.00, 0.00, 0.01], [-0.01, -0.01, 0.00], [0.01, -0.01, 0.02], [-0.01, 0.02, 0.03], [0.03, 0.04, 0.03], [0.00, 0.01, -0.01], [0.00, -0.02, 0.00], [0.02, 0.02, -0.01], [-0.06, 0.03, 0.03], [0.00, 0.01, 0.01], [0.02, 0.03, -0.03], [0.00, -0.01, 0.00], [-0.06, 0.03, 0.04], [0.01, 0.01, -0.01], [0.00, 0.01, -0.03], [0.02, 0.02, -0.01], [-0.11, -0.27, 0.28], [-0.10, -0.18, -0.07], [0.01, -0.18, -0.02], [-0.17, 0.04, 0.29], [-0.01, -0.01, 0.01], [0.00, 0.00, 0.01], [0.00, 0.00, 0.01], [-0.01, -0.04, -0.01], [-0.02, 0.01, 0.03], [0.05, 0.07, 0.00], [0.03, -0.01, 0.11], [0.19, 0.42, -0.32], [0.06, -0.05, -0.05], [-0.10, 0.04, 0.05], [0.04, -0.04, 0.06], [0.01, 0.03, 0.02], [-0.17, 0.01, -0.01], [0.06, -0.04, 0.06], [0.08, -0.30, 0.11], [0.11, 0.01, 0.00], [0.15, 0.11, 0.02], [-0.05, -0.06, 0.03], [-0.01, 0.01, 0.00], [-0.03, 0.03, 0.01], [-0.03, 0.03, 0.00], [0.02, 0.00, 0.00], [0.02, -0.01, 0.00], [0.02, 0.02, 0.03], [0.14, -0.42, -0.16], [0.08, 0.01, -0.04], [0.02, 0.14, 0.07], [0.09, 0.03, -0.03], [0.03, 0.01, 0.02], [-0.01, -0.02, -0.03], [-0.01, -0.02, 0.01], [0.00, 0.00, 0.01], [-0.05, 0.01, 0.00], [-0.01, -0.02, 0.00], [0.00, -0.02, 0.00], [-0.02, 0.01, 0.00], [-0.01, 0.00, -0.01], [0.01, 0.01, -0.01], [0.00, -0.02, 0.02], [-0.01, -0.01, -0.01], [0.01, 0.00, 0.00], [0.00, 0.00, 0.01], [0.00, 0.01, -0.01], [0.00, -0.01, -0.01], [0.00, 0.02, 0.01], [-0.01, 0.01, -0.06], [0.00, 0.01, -0.02], [0.12, -0.04, 0.13], [-0.14, 0.10, 0.09], [0.04, -0.32, -0.35], [0.00, -0.01, -0.01], [0.00, 0.01, 0.00], [-0.01, 0.00, 0.00], [-0.01, 0.00, -0.01], [0.01, 0.02, -0.03]]}


# 5
{"formula": "C20H17NO4S", "method": "ωB97M-V/def2-TZVPD", "total_charge": 0, "smiles": "O=C(O)c1ccc(N(Cc2ccccc2)S(=O)(=O)c2ccccc2)cc1", "e_above_lowest_kj_mol": 0.0, "lumo_ev": 0.1968, "e_tot_ha": -1526.25332, "species": ["O", "C", "O", "C", "C", "C", "C", "N", "C", "C", "C", "C", "C", "C", "C", "S", "O", "O", "C", "C", "C", "C", "C", "C", "C", "C", "H", "H", "H", "H", "H", "H", "H", "H", "H", "H", "H", "H", "H", "H", "H", "H", "H"], "xyz": [[0.350, 0.969, -4.912], [-0.492, 1.255, -4.095], [-1.563, 2.000, -4.415], [-0.460, 0.846, -2.678], [-1.433, 1.254, -1.769], [-1.362, 0.863, -0.448], [-0.313, 0.057, -0.009], [-0.167, -0.359, 1.325], [-1.381, -0.542, 2.115], [-2.368, -1.423, 1.403], [-1.939, -2.582, 0.768], [-2.841, -3.393, 0.105], [-4.186, -3.059, 0.077], [-4.621, -1.911, 0.713], [-3.716, -1.095, 1.369], [0.928, 0.604, 2.217], [1.129, -0.069, 3.464], [0.433, 1.951, 2.248], [2.433, 0.550, 1.257], [2.696, 1.563, 0.356], [3.857, 1.507, -0.398], [4.733, 0.445, -0.235], [4.463, -0.559, 0.683], [3.302, -0.508, 1.437], [0.648, -0.372, -0.927], [0.579, 0.022, -2.244], [-1.524, 2.238, -5.354], [-2.239, 1.888, -2.105], [-2.113, 1.198, 0.247], [-1.044, -1.014, 3.044], [-1.834, 0.422, 2.380], [-0.890, -2.837, 0.794], [-2.497, -4.290, -0.388], [-4.891, -3.693, -0.440], [-5.668, -1.646, 0.696], [-4.061, -0.198, 1.864], [1.994, 2.377, 0.265], [4.076, 2.287, -1.110], [5.637, 0.401, -0.825], [5.154, -1.378, 0.810], [3.057, -1.264, 2.166], [1.436, -1.030, -0.596], [1.316, -0.303, -2.962]], "atomic_forces_ev_per_a": [[-0.03, -0.02, 0.12], [0.31, -0.02, -0.62], [-0.44, 0.23, 0.12], [-0.03, -0.09, 0.43], [0.10, -0.02, -0.27], [0.18, -0.05, 0.28], [0.02, 0.23, -1.16], [0.96, 0.19, 0.73], [-0.25, -0.07, 0.53], [-0.03, -0.04, -0.03], [-0.02, 0.03, 0.05], [0.05, -0.07, -0.01], [-0.08, -0.02, -0.03], [-0.10, -0.03, -0.01], [0.12, 0.01, 0.07], [0.00, -0.04, -0.12], [0.12, -0.27, -0.02], [0.12, 0.11, -0.29], [-0.50, 0.07, 0.32], [0.00, 0.18, 0.04], [-0.05, 0.02, 0.05], [0.00, 0.00, -0.03], [-0.06, -0.05, 0.04], [0.01, -0.12, 0.10], [-0.30, -0.07, 0.00], [-0.14, 0.17, -0.24], [0.23, -0.18, 0.14], [-0.07, 0.03, 0.00], [-0.09, 0.04, 0.09], [-0.21, 0.08, -0.05], [-0.07, -0.12, -0.03], [0.13, -0.04, -0.03], [0.03, -0.07, -0.04], [-0.05, -0.05, -0.05], [-0.08, 0.02, 0.00], [-0.02, 0.12, 0.03], [-0.06, 0.12, -0.09], [0.01, 0.07, -0.06], [0.08, 0.00, -0.05], [0.05, -0.06, 0.03], [0.05, -0.15, 0.07], [0.05, -0.07, 0.02], [0.06, -0.03, -0.05]]}


# 6
{"formula": "C9H15Cl2CoNO2PS", "method": "ωB97M-V/def2-TZVPD", "total_charge": 2, "lumo_ev": [-10.2240, -10.4747], "multiplicity": 5, "e_tot_ha": -3599.12027, "species": ["C", "C", "H", "H", "H", "O", "Cl", "Co", "P", "C", "C", "H", "H", "H", "C", "H", "H", "H", "H", "H", "H", "C", "O", "Cl", "S", "C", "C", "N", "C", "H", "H", "H"], "xyz": [[3.898, -0.806, -0.715], [2.621, -0.295, -0.167], [4.624, -1.089, 0.066], [4.335, -0.035, -1.380], [3.717, -1.701, -1.327], [2.292, -0.043, 0.973], [1.813, 0.453, -3.931], [1.665, 0.234, -1.826], [0.624, -2.433, -0.225], [0.559, -2.396, 1.621], [-0.957, -3.325, -0.446], [1.725, -4.095, -1.578], [1.399, -4.701, 0.080], [2.785, -3.592, -0.235], [1.754, -3.844, -0.510], [-0.999, -3.722, -1.465], [-1.029, -4.157, 0.268], [0.506, -3.410, 2.041], [-0.317, -1.807, 1.926], [-1.805, -2.646, -0.312], [1.453, -1.879, 1.980], [-0.106, 0.568, 1.162], [0.155, 1.452, 1.842], [-0.465, -0.557, -1.879], [1.358, 4.439, -0.840], [-0.278, 3.811, -1.015], [-0.256, 2.443, -1.130], [1.049, 1.921, -1.248], [2.008, 2.865, -1.057], [-1.183, 4.422, -0.976], [-1.139, 1.806, -1.163], [3.052, 2.593, -0.956]], "atomic_forces_ev_per_a": [[0.93, -0.51, -0.70], [0.04, 0.66, 5.46], [-0.40, 0.38, -0.02], [-0.04, -0.30, 0.19], [-0.04, 0.26, -0.08], [1.51, -0.78, -4.30], [0.85, -0.21, 0.70], [-2.72, -0.18, -2.38], [-1.56, -2.75, 1.82], [0.43, 1.35, 0.06], [-0.36, 0.42, -0.97], [0.09, -0.11, 0.25], [-0.02, 0.36, -0.09], [-0.20, -0.22, 0.02], [0.78, 0.50, -0.91], [-0.11, 0.02, 0.14], [0.25, 0.32, -0.11], [0.03, 0.18, -0.48], [0.25, -0.35, -0.03], [0.14, -0.15, 0.05], [-0.24, -0.29, 0.32], [0.20, 2.44, 2.03], [-0.81, -2.04, -1.54], [0.51, -0.72, 0.18], [-0.52, -1.33, -0.42], [0.79, -1.05, 0.32], [0.79, 1.12, -0.65], [0.63, 2.24, 1.28], [-2.22, 0.19, 0.17], [0.57, -0.04, 0.09], [0.49, 0.20, -0.18], [-0.03, 0.37, -0.25]]}